A molecular structure, C15H16BrN4O4RhS, computed with ωB97M-V with the def2-TZVPD basis set.

Geometry as XYZ:
```
42
C15H16BrN4O4RhS, DFT ωB97M-V with the def2-TZVPD basis set
Rh -0.0060 -0.1283 0.2623
O -0.5969 1.8144 -0.5831
C 0.0062 2.4472 -1.4464
C 1.3733 2.2779 -1.8897
C 1.8668 3.2077 -2.7839
C 3.1821 3.1257 -3.2353
C 4.0426 2.0895 -2.8493
C 3.5914 1.1477 -1.9716
C 2.2579 1.2190 -1.4113
O 1.9422 0.3908 -0.5303
N 3.6922 4.1780 -4.1473
O 2.9078 5.0576 -4.4288
O 4.8151 4.0261 -4.5658
H -0.5485 3.2547 -1.9445
H 1.2361 4.0162 -3.1361
H 5.0443 2.0628 -3.2563
H 4.2129 0.3235 -1.6453
Br -4.6861 -2.6831 -2.3528
C -2.9272 -2.8539 -1.6837
C -2.2689 -4.0751 -1.6791
C -0.9765 -4.1285 -1.1793
C -0.3943 -2.9746 -0.6902
N -1.0447 -1.8025 -0.6900
C -2.2842 -1.7344 -1.1834
H -2.7568 -4.9633 -2.0569
H -0.4292 -5.0601 -1.1677
H 0.6114 -2.9884 -0.2890
H -2.7789 -0.7719 -1.1918
C -3.1281 0.3137 2.4417
N -2.3224 1.5256 2.5605
C -1.0037 1.5493 2.6231
S -0.0553 0.0689 2.5938
N -0.3568 2.6925 2.7687
C -0.9862 4.0071 2.7799
H -4.1690 0.5697 2.6158
H -2.8240 -0.4231 3.1803
H -3.0329 -0.1241 1.4468
H -2.8203 2.4035 2.5723
H 0.6391 2.6385 2.9024
H -1.6384 4.1347 3.6460
H -1.5672 4.1581 1.8673
H -0.2102 4.7639 2.8291
```

Properties
2S+1   5
Net charge   +2
Relative energy (zero: lowest compared OMol25 entry of this formula, charge and spin)   5.2 kJ/mol
E   -4183.22597 hartree